12 unconnected molecules or ions with the total composition C42H84O39S3 at a distorted geometry, computed with ωB97M-V/def2-TZVPD.

Results
DFT total energy = -5779.5611 Ha
Highest occupied orbital energy = -10.4 eV
SMILES = O=S1(=O)OCCO1.O=S1(=O)OCCO1.O=S1(=O)OCCO1.CCOC(=O)OC.CCOC(=O)OC.CCOC(=O)OC.CCOC(=O)OC.CCOC(=O)OC.CCOC(=O)OC.CCOC(=O)OC.CCOC(=O)OC.CCOC(=O)OC

```
! RIJCOSX wB97M-V def2-TZVPD def2/J DEFGRID3
* xyz 0 1
O -0.752 -5.552 -3.697
S -1.381 -5.306 -2.427
O -1.340 -6.248 -1.366
O -0.733 -3.897 -1.800
C -1.523 -2.810 -2.271
C -2.957 -3.305 -2.319
O -2.870 -4.677 -2.689
H -1.350 -1.866 -1.762
H -1.074 -2.661 -3.258
H -3.626 -2.770 -2.983
H -3.290 -3.249 -1.277
O -3.246 0.673 3.155
S -2.344 0.301 4.194
O -0.937 0.257 3.920
O -2.695 1.202 5.510
C -3.109 0.381 6.614
C -3.707 -0.861 5.955
O -2.840 -1.080 4.876
H -2.230 0.110 7.205
H -3.738 1.085 7.155
H -4.692 -0.583 5.563
H -3.826 -1.670 6.669
O 1.402 -5.029 4.801
S 2.041 -3.821 4.336
O 1.151 -2.865 3.722
O 2.888 -3.106 5.564
C 4.272 -3.231 5.358
C 4.604 -3.526 3.875
O 3.387 -4.166 3.446
H 4.731 -2.289 5.649
H 4.637 -4.068 5.956
H 5.364 -4.228 3.539
H 4.835 -2.577 3.380
C 6.979 -0.257 4.691
C 6.517 0.889 5.610
O 5.517 0.377 6.495
C 4.220 0.309 6.152
O 3.380 -0.032 6.929
O 4.016 0.667 4.898
C 2.675 0.647 4.382
H 7.067 -1.172 5.276
H 7.937 0.017 4.239
H 6.331 -0.366 3.822
H 6.030 1.529 4.869
H 7.276 1.410 6.179
H 2.521 -0.265 3.811
H 2.744 1.494 3.698
H 1.941 0.932 5.130
C 1.679 -2.046 0.639
C 0.836 -0.830 0.921
O 0.223 -0.550 -0.355
C -0.003 0.644 -0.845
O -0.130 1.681 -0.252
O -0.041 0.523 -2.183
C -0.496 1.758 -2.791
H 2.315 -2.232 1.508
H 2.283 -1.973 -0.266
H 1.150 -2.992 0.496
H 1.491 0.022 1.136
H 0.172 -0.859 1.784
H -1.570 1.765 -2.610
H -0.406 1.645 -3.862
H -0.047 2.632 -2.334
C 6.044 -2.559 -1.584
C 6.834 -1.346 -1.153
O 5.937 -0.222 -0.985
C 5.337 -0.086 0.201
O 5.541 -0.782 1.162
O 4.502 0.928 0.114
C 3.935 1.377 1.334
H 5.381 -2.910 -0.794
H 6.788 -3.319 -1.840
H 5.432 -2.405 -2.471
H 7.464 -0.940 -1.948
H 7.467 -1.382 -0.267
H 3.136 2.068 1.067
H 4.627 1.966 1.941
H 3.538 0.592 1.968
C 0.360 -10.166 2.387
C 0.686 -8.752 2.866
O 0.878 -7.875 1.770
C 2.040 -7.219 1.719
O 3.038 -7.401 2.363
O 1.924 -6.355 0.704
C 3.153 -5.859 0.179
H -0.023 -10.802 3.183
H 1.141 -10.659 1.802
H -0.422 -10.166 1.619
H 1.521 -8.824 3.561
H -0.186 -8.493 3.467
H 3.703 -5.229 0.880
H 2.803 -5.119 -0.544
H 3.775 -6.630 -0.265
C -5.189 8.619 -5.106
C -5.944 7.263 -5.126
O -5.467 6.387 -4.102
C -4.450 5.627 -4.495
O -3.800 5.679 -5.497
O -4.196 4.748 -3.518
C -3.137 3.825 -3.666
H -5.056 8.838 -6.168
H -4.245 8.629 -4.570
H -5.793 9.456 -4.754
H -5.857 6.890 -6.142
H -6.966 7.498 -4.840
H -3.062 2.930 -3.056
H -2.219 4.397 -3.513
H -3.186 3.441 -4.690
C -8.097 3.537 -2.476
C -7.993 2.842 -1.105
O -6.666 2.444 -0.830
C -5.703 3.306 -0.537
O -5.905 4.429 -0.155
O -4.530 2.700 -0.647
C -3.376 3.336 -0.167
H -9.143 3.549 -2.786
H -7.563 3.041 -3.287
H -7.715 4.556 -2.433
H -8.573 1.921 -1.113
H -8.412 3.448 -0.301
H -3.472 3.874 0.783
H -3.045 4.175 -0.787
H -2.558 2.635 -0.030
C 0.087 1.614 -6.580
C -0.704 0.406 -6.050
O -2.100 0.666 -6.065
C -2.856 0.176 -5.043
O -2.557 -0.266 -3.964
O -4.085 0.521 -5.360
C -5.178 0.339 -4.480
H 0.283 2.303 -5.758
H -0.350 2.113 -7.443
H 1.073 1.279 -6.899
H -0.248 0.179 -5.090
H -0.429 -0.424 -6.705
H -6.005 0.990 -4.742
H -4.883 0.569 -3.454
H -5.475 -0.710 -4.503
C 0.297 3.169 2.884
C -0.520 4.302 3.525
O -1.812 3.740 3.823
C -2.588 4.301 4.726
O -2.277 5.062 5.592
O -3.835 3.789 4.526
C -4.858 4.330 5.333
H 1.232 3.613 2.533
H -0.202 2.615 2.094
H 0.582 2.474 3.674
H -0.733 5.013 2.726
H -0.029 4.712 4.401
H -4.728 5.407 5.461
H -4.994 3.890 6.323
H -5.758 4.194 4.732
C 1.315 -1.987 -3.706
C 2.559 -1.724 -4.541
O 2.414 -0.441 -5.183
C 3.445 0.386 -5.239
O 3.338 1.560 -5.470
O 4.628 -0.175 -4.943
C 5.783 0.658 -5.162
H 0.835 -2.910 -4.025
H 0.622 -1.150 -3.735
H 1.601 -2.067 -2.657
H 2.687 -2.487 -5.306
H 3.395 -1.821 -3.854
H 5.781 1.286 -6.045
H 6.547 -0.121 -5.162
H 6.009 1.242 -4.269
*
```